Entry from the Open Molecules 2025 dataset: a structure of composition C14H41NO6 at a distorted geometry (ωB97M-V with the def2-TZVPD basis set).

For the calculated total energy, the calculation gives -1063.513391 hartree. As for the highest occupied orbital energy: -7.33 eV. As for the HOMO-LUMO gap: 0.28794 hartree. As for the energy above the lowest of the compared OMol25 structures with the same formula, charge and spin: 370.5 kcal per mole. The value obtained for the LUMO energy is 0.5 eV.

Positions of all 62 atoms, in Å:
C: -3.90137 4.41452 12.35193
C: -3.14606 5.51679 13.04341
C: -2.84754 5.08544 14.51293
O: -4.07233 4.90603 15.21297
C: -3.82644 4.50347 16.52837
N: -1.98317 5.76232 12.21606
H: -4.77162 4.24096 12.98489
H: -3.26270 3.54155 12.21736
H: -4.27083 4.68034 11.36151
H: -3.69932 6.44569 13.18179
H: -2.17516 5.74990 15.05561
H: -2.37533 4.10385 14.47302
H: -4.68610 4.57331 17.19485
H: -2.93924 4.91645 17.00841
H: -3.62869 3.44197 16.67740
H: -2.47285 5.83183 11.33544
H: -1.58270 6.62899 12.54563
C: -1.69735 6.86989 18.31897
C: -2.45273 6.88343 17.04009
O: -3.81665 6.75781 17.40074
H: -1.61310 5.87551 18.75737
H: -2.19644 7.31618 19.17911
H: -0.71057 7.30179 18.15214
H: -2.26603 6.01002 16.41526
H: -2.36068 7.88235 16.61373
H: -3.84907 5.97030 17.94882
C: 0.99789 6.57503 18.22851
C: 0.59938 5.31755 19.11913
O: -0.73881 5.48600 19.76381
H: 0.25857 6.77197 17.45217
H: 1.96582 6.43315 17.74779
H: 1.19251 7.44646 18.85367
H: 1.35317 5.09292 19.87374
H: 0.47010 4.43577 18.49155
H: -0.84001 6.36548 20.13512
C: -0.54060 4.65626 16.05124
C: 0.73855 5.36431 15.66883
O: 1.37448 4.77569 14.60912
H: -0.55397 3.57370 15.92479
H: -1.39545 5.11660 15.55585
H: -0.92878 4.90185 17.03973
H: 1.50947 5.37685 16.43929
H: 0.44120 6.38829 15.44265
H: 0.75638 4.60528 13.89461
C: 4.62657 3.43992 15.18047
C: 3.54210 4.24012 15.76800
O: 2.32636 3.54237 15.58022
H: 4.57187 3.32323 14.09812
H: 4.66456 2.39776 15.49757
H: 5.60134 3.76805 15.54134
H: 3.59885 5.17173 15.20496
H: 3.78434 4.39898 16.81880
H: 1.56975 4.13309 15.59353
C: 0.84695 3.74082 12.37561
C: -0.45563 3.77651 13.19038
O: -0.66124 4.98054 13.80767
H: 1.70579 4.14995 12.90769
H: 0.88779 4.40470 11.51207
H: 1.00250 2.70702 12.06711
H: -0.31156 3.07854 14.01511
H: -1.22372 3.51821 12.46139
H: -1.33331 5.39903 13.26473

Forces on atoms 1 to 6 (eV/Å):
C -1.04 0.18 0.35
C -1.56 -0.09 1.64
C -1.94 -1.28 -1.41
O -0.02 0.80 -0.06
C -0.02 -2.55 1.12
N -2.44 1.81 -2.25

=====

Entry from the Open Molecules 2025 dataset: a cluster of 4 separate species, C4H12N2S in total at a distorted geometry (ωB97M-V with the def2-TZVPD basis set).

For the calculated total energy, the calculation gives -667.141699 hartree. As for the highest occupied orbital energy: -9.16 eV. As for the HOMO-LUMO gap: 0.31782 hartree. As for the energy above the lowest of the compared OMol25 structures with the same formula, charge and spin: 96.1 kcal per mole. The value obtained for the LUMO energy is -0.5 eV.

Positions of all 19 atoms, in Å:
C: -3.19137 0.42651 -0.71836
C: -0.91368 0.94770 0.08033
C: -2.43880 -0.67222 1.28419
C: -2.13080 0.11349 0.26880
N: 3.67828 1.04846 0.08643
N: 2.60121 -1.31174 0.04274
S: 3.57999 -0.36606 0.75119
H: -3.05467 1.47769 -1.04331
H: -3.10255 -0.26360 -1.58193
H: -4.14803 0.29370 -0.15121
H: -0.05479 0.47070 0.63770
H: -1.29511 1.97071 0.51673
H: -0.71062 1.18003 -0.99888
H: 4.65861 -1.80300 -1.48845
H: -3.24062 -1.24579 1.54612
H: -1.71412 -0.86791 2.12966
H: 4.04136 1.72718 0.67075
H: 2.08973 -0.82347 -0.64439
H: 5.34599 -2.30239 -1.38809

Forces on atoms 1 to 6 (eV/Å):
C -0.91 -0.07 -0.07
C 0.01 1.13 1.04
C 4.27 0.37 2.02
C -0.87 -0.08 -0.19
N -1.68 -3.35 -0.92
N 1.54 -0.08 1.70

=====

Entry from the Open Molecules 2025 dataset: the molecule C2H5NO at a distorted geometry (ωB97M-V with the def2-TZVPD basis set).

Its expectation value of S² is 2.006. For the calculated total energy, the calculation gives -208.986607 hartree. As for the highest occupied orbital energy (spin up / spin down): -6.98 / -10.30 eV. As for the HOMO-LUMO gap (spin up / spin down): 0.30263 / 0.36386 hartree. As for the energy above the lowest of the compared OMol25 structures with the same formula, charge and spin: 20.0 kcal per mole. The value obtained for the LUMO energy (spin up / spin down) is 1.3 / -0.4 eV. The multiplicity is 3.

Positions of all 9 atoms, in Å:
C: 0.04629 -0.49836 -1.96821
C: -0.07263 0.42027 1.24406
N: 0.20338 -0.44587 0.16615
O: -0.22776 0.09445 -0.86614
H: -0.32975 -0.02766 -2.84953
H: 0.21847 -1.63961 -1.84854
H: 0.08840 -0.15450 2.15243
H: 0.53746 1.35022 1.22335
H: -1.15990 0.71984 1.34993

Forces on atoms 1 to 6 (eV/Å):
C 1.69 -5.01 -3.29
C -1.05 0.56 1.65
N 2.40 -3.24 4.98
O -3.78 5.97 -1.88
H -0.11 0.11 -0.31
H -0.32 2.06 -0.57

=====

Entry from the Open Molecules 2025 dataset: a cluster of 2 separate species, C5H16N2O in total at a distorted geometry (ωB97M-V with the def2-TZVPD basis set).

For the calculated total energy, the calculation gives -384.192420 hartree. As for the highest occupied orbital energy: -17.72 eV. As for the HOMO-LUMO gap: 0.37187 hartree. The net charge is +2. As for the energy above the lowest of the compared OMol25 structures with the same formula, charge and spin: 39.7 kcal per mole. The value obtained for the LUMO energy is -7.6 eV.

Positions of all 24 atoms, in Å:
C: 1.05547 2.38685 -0.97543
C: 0.57586 1.06802 -1.49311
C: -0.67773 0.25517 -0.90319
C: -0.51080 -1.12401 -0.25476
C: -0.76015 -1.68438 2.09523
N: -1.25062 -1.25879 1.01312
N: 0.14786 1.29647 -3.00489
H: 1.22720 2.29532 0.10630
H: 2.03027 2.75576 -1.31961
H: 0.38925 3.19162 -1.30455
H: 1.37713 0.28408 -1.57465
H: -1.48480 0.26966 -1.63071
H: -1.06644 1.00507 -0.21284
H: 0.56586 -1.30428 -0.08055
H: -0.96720 -1.78285 -1.03922
H: -1.20994 -1.68581 3.09459
H: 0.20949 -2.18926 2.28284
H: -2.13856 -0.75628 0.96310
H: 0.02243 2.29966 -3.17641
H: -0.76151 0.86969 -3.22824
H: 0.77694 1.12579 -3.80186
H: 0.78349 -1.96456 5.38732
H: 1.10789 -3.07700 4.56015
O: 0.55862 -2.27591 4.49739

Forces on atoms 1 to 6 (eV/Å):
C 0.28 0.49 0.66
C 0.28 -3.27 -2.26
C 0.02 3.05 0.87
C 0.53 -0.24 -1.69
C 0.72 -1.26 2.14
N 0.40 1.20 -0.94

=====

Entry from the Open Molecules 2025 dataset: a structure of composition C58H59N3SSb4Ti at a distorted geometry (ωB97M-V with the def2-TZVPD basis set).

Its expectation value of S² is 2.008. For the calculated total energy, the calculation gives -4617.949042 hartree. As for the highest occupied orbital energy (spin up / spin down): -11.63 / -12.26 eV. As for the HOMO-LUMO gap (spin up / spin down): 0.25532 / 0.27655 hartree. The net charge is +2. As for the energy above the lowest of the compared OMol25 structures with the same formula, charge and spin: 48.0 kcal per mole. The value obtained for the LUMO energy (spin up / spin down) is -4.7 / -4.7 eV. The multiplicity is 3.

Positions of all 126 atoms, in Å:
Ti: 0.00715 0.56586 -0.17937
C: 3.51285 -0.02191 -2.42387
Sb: 2.97004 0.80592 -0.56059
C: 4.21841 -0.29913 0.75887
C: 4.41427 2.41726 -0.68852
C: 4.59814 3.18992 0.60334
C: 5.56594 2.78541 1.52719
C: 5.72723 3.43778 2.74110
C: 4.91655 4.52515 3.04777
C: 3.97175 4.95296 2.12498
C: 3.80014 4.30093 0.90002
C: 2.74675 4.78215 -0.07364
Sb: 0.87048 3.74393 0.10340
C: -0.25758 5.54159 -0.05435
C: 0.71366 3.14625 -1.99518
H: 4.59104 -0.17666 -2.43245
H: 3.24911 0.67645 -3.21217
H: 2.99660 -0.95861 -2.57811
H: 5.13792 -0.54747 0.22888
H: 3.71488 -1.19730 1.08820
H: 4.46527 0.32477 1.61262
H: 4.13521 3.05484 -1.53590
H: 5.33155 1.88337 -0.95964
H: 6.22281 1.95302 1.27447
H: 6.49343 3.11135 3.43498
H: 5.03570 5.05123 3.98941
H: 3.36033 5.82560 2.34999
H: 3.05164 4.70806 -1.11621
H: 2.48236 5.81996 0.13125
H: -0.17677 5.92946 -1.06735
H: 0.18114 6.24766 0.65754
H: -1.30253 5.39247 0.20834
H: -0.03579 3.75375 -2.49404
H: 0.41695 2.11005 -2.10587
H: 1.67680 3.26811 -2.49010
N: -2.23251 -0.58112 1.47117
C: -1.13370 -0.23709 2.31305
C: -1.22416 -0.56290 3.66206
C: -0.20641 -0.20625 4.50075
C: 0.88680 0.48682 3.99181
C: 0.89787 0.78867 2.65727
N: -0.10132 0.44118 1.81218
C: -2.25876 -1.14822 0.18107
C: -3.21203 -2.13144 -0.11512
C: -3.25647 -2.63528 -1.37602
C: -2.36419 -2.17808 -2.35316
C: -1.47315 -1.21779 -1.99251
N: -1.43052 -0.70228 -0.74837
H: -2.99616 -0.93479 2.01458
H: -2.09160 -1.10495 4.03210
H: -0.25144 -0.47907 5.55025
H: 1.71733 0.79080 4.61890
H: 1.70587 1.34154 2.23099
H: -3.89964 -2.47223 0.65271
H: -3.98548 -3.40450 -1.61974
H: -2.36894 -2.56891 -3.36351
H: -0.75987 -0.83235 -2.69089
S: 1.24623 -1.90933 -0.09339
Sb: 1.43353 -4.14994 -0.48252
C: 2.74309 -4.44276 -2.05584
C: 3.93994 -3.72965 -1.95796
C: 4.92058 -3.90048 -2.92806
C: 4.70313 -4.76878 -3.99316
C: 3.50873 -5.47465 -4.09389
C: 2.52301 -5.32335 -3.12140
C: -0.45830 -4.99738 -0.64146
C: -0.84987 -5.91946 -1.62339
C: -2.13483 -6.45972 -1.58182
C: -3.01413 -6.09595 -0.56529
C: -2.62345 -5.17905 0.40703
C: -1.34984 -4.62131 0.36887
C: 2.29197 -5.03308 1.18697
C: 3.65728 -4.84598 1.42773
C: 4.23419 -5.40832 2.55988
C: 3.45596 -6.15844 3.43938
C: 2.10026 -6.35298 3.19374
C: 1.50702 -5.78787 2.06548
H: 4.10479 -3.03437 -1.14348
H: 5.85737 -3.35597 -2.85151
H: 5.47176 -4.89791 -4.74952
H: 3.34330 -6.14944 -4.92795
H: 1.61155 -5.89667 -3.20985
H: -0.18091 -6.22881 -2.41373
H: -2.44408 -7.17347 -2.33907
H: -4.00652 -6.53498 -0.52681
H: -3.31122 -4.90403 1.20149
H: -1.05502 -3.89604 1.12001
H: 4.27675 -4.28065 0.74141
H: 5.29334 -5.26605 2.75465
H: 3.91353 -6.60110 4.31955
H: 1.50254 -6.95090 3.87674
H: 0.45307 -5.95290 1.87812
C: -6.50960 -0.39294 -0.91705
C: -5.70724 -0.06789 -2.00700
C: -4.55707 0.70388 -1.82562
C: -4.19973 1.15817 -0.55530
C: -5.01902 0.83454 0.53541
C: -6.16937 0.06649 0.35484
Sb: -2.39497 2.26298 -0.28737
C: -2.79726 3.66572 -1.82064
C: -2.59033 3.24086 -3.14026
C: -2.85917 4.08860 -4.21140
C: -3.31787 5.38105 -3.97204
C: -3.51905 5.81542 -2.66599
C: -3.26592 4.96130 -1.59250
C: -2.98477 3.28131 1.46148
C: -2.14029 3.30698 2.57630
C: -2.52945 3.96558 3.74365
C: -3.75771 4.61630 3.79632
C: -4.60791 4.59438 2.69349
C: -4.23025 3.92124 1.53581
H: -7.40742 -0.98937 -1.05857
H: -5.98107 -0.40489 -3.00435
H: -3.96074 0.96099 -2.69469
H: -4.77675 1.19658 1.52577
H: -6.81005 -0.15972 1.20443
H: -2.20547 2.25046 -3.34821
H: -2.70477 3.74404 -5.22988
H: -3.51761 6.05044 -4.80554
H: -3.87153 6.82611 -2.47796
H: -3.44753 5.31878 -0.58536
H: -1.17629 2.82606 2.54222
H: -1.87325 3.96937 4.61163
H: -4.05693 5.14281 4.69932
H: -5.56664 5.10456 2.73481
H: -4.91674 3.88570 0.69883

Forces on atoms 1 to 6 (eV/Å):
Ti 1.95 1.79 -1.48
C 0.17 0.03 -0.07
Sb 0.38 -0.01 0.26
C 0.02 0.01 -0.08
C 0.01 0.37 0.18
C -0.03 -0.30 -0.36

=====

Entry from the Open Molecules 2025 dataset: a cluster of 8 separate species, C34H74F5N3O9PSi in total (ωB97M-V with the def2-TZVPD basis set).

For the calculated total energy, the calculation gives -3311.205092 hartree. As for the highest occupied orbital energy: -11.65 eV. As for the HOMO-LUMO gap: 0.34405 hartree. The net charge is +1. The value obtained for the LUMO energy is -2.3 eV.

Positions of all 127 atoms, in Å:
C: -1.58012 -2.37530 1.13374
C: -2.63633 -1.44759 0.63636
N: -3.61987 -1.72743 -0.09038
C: -2.56771 -0.03940 1.16130
N: -1.25284 0.64413 0.86623
C: -0.50286 1.24360 2.07422
P: -1.44144 1.84351 3.59024
C: -1.55483 0.21424 4.42925
O: -2.98647 1.94936 3.00428
C: 0.47363 2.19206 1.37700
C: 1.32430 3.03149 2.33610
C: 2.83473 2.97241 2.03687
C: 3.51322 4.27677 2.42907
C: 3.46697 1.79609 2.79709
C: -0.39900 2.88186 0.28702
C: -1.34321 3.89572 0.97004
C: -2.07957 5.02253 0.19926
O: -1.28726 6.16354 0.02873
C: -2.79869 4.59127 -1.11677
N: -2.54125 5.52802 -2.19996
C: 0.56071 3.58263 -0.69246
F: 1.51171 2.74109 -1.15230
F: 1.18399 4.58487 -0.04673
F: -0.04230 4.12390 -1.75570
C: -1.27439 1.67577 -0.23999
C: -1.18050 1.00618 -1.64905
F: -0.89104 1.99075 -2.52363
F: -2.47870 0.62640 -1.91559
C: -0.30134 -0.20380 -1.91992
C: 1.20216 -0.04506 -1.68762
Si: 2.28029 -1.50030 -2.32579
C: 2.65589 -1.21309 -4.12670
C: 3.83291 -1.43857 -1.29303
C: 1.39139 -3.14281 -2.10077
C: 0.28104 -3.51516 -2.89024
C: -0.34973 -4.76273 -2.72708
C: 0.12710 -5.65944 -1.75463
C: 1.23819 -5.31938 -0.97202
C: 1.86283 -4.07637 -1.15312
H: -1.56870 -2.42029 2.22533
H: -1.74804 -3.37357 0.74768
H: -0.57089 -2.09519 0.81415
H: -3.63720 -2.72105 -0.32345
H: -2.67124 -0.08525 2.23860
H: -3.38551 0.54764 0.75711
H: -0.62605 -0.11289 0.58826
H: 0.09902 0.41688 2.46032
H: -2.57046 0.08262 4.79817
H: -0.87935 0.25328 5.28452
H: -1.27433 -0.63939 3.81505
H: -3.36606 2.79365 3.27101
H: 1.17122 1.51816 0.87394
H: 1.17388 2.67903 3.35901
H: 1.01001 4.07269 2.33984
H: 3.00145 2.76698 0.97758
H: 4.56394 4.24435 2.14473
H: 3.48606 4.40366 3.51190
H: 3.05631 5.13538 1.93463
H: 4.45878 1.55721 2.41790
H: 3.55054 2.04155 3.85606
H: 2.84764 0.89726 2.71576
H: -2.12058 3.31629 1.46824
H: -0.79550 4.40998 1.75642
H: -2.85247 5.34114 0.90350
H: -0.89262 6.14488 -0.85148
H: -3.86552 4.49354 -0.89788
H: -2.47227 3.61649 -1.46301
H: -3.26355 6.22042 -2.30954
H: -2.37476 5.06272 -3.07672
H: -2.28950 2.06284 -0.23693
H: -0.70092 -1.06380 -1.38356
H: -0.48458 -0.42766 -2.97333
H: 1.55176 0.83083 -2.23154
H: 1.43861 0.09068 -0.62871
H: 1.73925 -1.03078 -4.68829
H: 3.16133 -2.08604 -4.53875
H: 3.31316 -0.34816 -4.21272
H: 4.62687 -2.07167 -1.68333
H: 4.17879 -0.40256 -1.30126
H: 3.64000 -1.69808 -0.25044
H: -0.08818 -2.84993 -3.66112
H: -1.19646 -5.03589 -3.34246
H: -0.36515 -6.61452 -1.61130
H: 1.62192 -6.00675 -0.22951
H: 2.73249 -3.84155 -0.55303
C: 7.16510 5.90652 2.66653
O: 6.90718 4.50732 2.78819
H: 6.79082 6.37996 3.56842
H: 8.23252 6.11617 2.57281
H: 6.64536 6.33491 1.80532
H: 7.23807 4.07303 1.99749
C: 3.43594 -3.03179 -7.59869
O: 4.29120 -2.83783 -6.47167
H: 2.50952 -2.50517 -7.39530
H: 3.87729 -2.62444 -8.51093
H: 3.20599 -4.08836 -7.74995
H: 5.11633 -3.30272 -6.63207
C: -2.34938 -6.40129 1.34077
O: -0.98208 -6.23203 1.71045
H: -2.88798 -6.71317 2.23104
H: -2.79027 -5.46965 0.97605
H: -2.46809 -7.17228 0.57583
H: -0.49039 -5.96582 0.92833
C: -6.24661 -4.29781 1.03691
O: -5.42022 -5.39537 1.40109
H: -6.63473 -4.50415 0.04234
H: -7.08430 -4.18158 1.72883
H: -5.68574 -3.35824 1.00220
H: -5.09903 -5.22425 2.29297
C: -0.52165 -3.56002 -7.21586
O: 0.27589 -3.43626 -8.38401
H: -0.27629 -2.71148 -6.57917
H: -1.59001 -3.52422 -7.44378
H: -0.30400 -4.48143 -6.66734
H: 0.07555 -4.17405 -8.96620
C: -7.40773 -5.60588 5.08584
O: -6.41478 -5.67771 4.06595
H: -7.18018 -4.73097 5.68920
H: -8.40871 -5.49059 4.66409
H: -7.38970 -6.48763 5.72947
H: -6.59661 -6.44427 3.51375
C: 3.78082 7.40811 4.39582
O: 4.45088 7.73051 3.18467
H: 3.83300 8.28958 5.02947
H: 2.72814 7.16254 4.22758
H: 4.26189 6.57475 4.91768
H: 4.41226 6.96020 2.61120

Forces on atoms 1 to 6 (eV/Å):
C 0.27 -0.38 0.02
C 0.32 0.34 0.14
N -0.41 -0.23 -0.28
C -0.29 0.07 -0.04
N 0.27 -0.21 0.53
C 0.26 -0.11 -0.38